# 1
C15H11AsBF4N2O2S4Sm | wB97M-V/def2-TZVPD

Values from the calculation:
Total energy, eV: -156454.15880
Expectation value of S²: 8.76
LUMO energy (alpha / beta), Eh: 0.1486 / 0.1486
HOMO energy (alpha / beta), eV: -1.6102 / -1.6370
Gap between HOMO and LUMO (alpha / beta), eV: 5.655 / 5.682
ΔE to the lowest compared entry with this formula, charge and spin, kJ/mol: 0.0

```
! RIJCOSX wB97M-V def2-TZVPD def2/J DEFGRID3
* xyz -2 6
Sm 0.478 3.372 0.027
S 2.319 4.063 -1.857
As 2.391 5.387 -0.070
S 2.483 4.068 1.703
S 0.354 6.170 0.034
S 3.893 6.853 -0.138
F -3.005 4.357 1.605
B -2.274 3.376 0.993
F -1.031 3.141 1.741
F -1.809 3.801 -0.301
F -2.959 2.186 0.889
O 3.841 0.265 0.439
C 2.680 0.168 0.123
N 2.062 -1.063 -0.158
C 0.621 -0.919 -0.230
C 0.562 0.625 -0.285
O -0.473 1.272 -0.537
N 1.732 1.170 -0.022
C -0.002 -1.528 -1.475
C 0.788 -1.932 -2.545
C 0.205 -2.481 -3.679
C -1.172 -2.624 -3.760
C -1.966 -2.198 -2.705
C -1.386 -1.652 -1.571
C -0.028 -1.447 1.049
C -0.493 -0.607 2.052
C -0.996 -1.139 3.233
C -1.037 -2.511 3.423
C -0.577 -3.358 2.423
C -0.082 -2.827 1.243
H 2.467 -1.899 0.228
H 1.861 -1.809 -2.487
H 0.838 -2.795 -4.501
H -1.619 -3.053 -4.649
H -3.044 -2.292 -2.764
H -2.002 -1.298 -0.753
H -0.483 0.468 1.916
H -1.359 -0.470 4.003
H -1.431 -2.921 4.345
H -0.611 -4.432 2.558
H 0.264 -3.488 0.456
*
```

Löwdin atomic charge list, values in e, 4 entries: number 1, Sm, carries 1.0412; number 2, S, carries -0.1619; number 3, As, carries -0.5802; number 4, S, carries -0.1266

# 2
C49H53BrN9O5P2SSe2V | wB97M-V/def2-TZVPD

Values from the calculation:
Total energy, eV: -331155.72478
Expectation value of S²: 0.76
LUMO energy (alpha / beta), Eh: -0.1431 / -0.1263
HOMO energy (alpha / beta), eV: -9.1912 / -9.1919
Gap between HOMO and LUMO (alpha / beta), eV: 5.298 / 5.755
ΔE to the lowest compared entry with this formula, charge and spin, kJ/mol: 42.1

```
! RIJCOSX wB97M-V def2-TZVPD def2/J DEFGRID3
* xyz 1 2
V -0.543 0.187 -0.355
O 4.363 0.887 -3.767
C 3.263 0.781 -3.025
C 2.282 1.779 -2.977
C 1.184 1.554 -2.202
N 1.048 0.421 -1.513
C 1.995 -0.524 -1.523
C 3.122 -0.393 -2.273
C 1.591 -1.640 -0.599
O 2.175 -2.650 -0.441
O 0.403 -1.289 -0.029
C 0.015 2.467 -1.917
O -0.046 3.604 -2.249
O -0.888 1.788 -1.189
H 4.389 1.726 -4.239
H 2.380 2.714 -3.521
H 3.893 -1.156 -2.268
Se 3.360 3.530 4.525
P 2.026 4.456 3.177
C 0.995 5.616 4.129
C -0.361 5.501 4.386
C -1.013 6.412 5.214
C -0.304 7.452 5.788
C 1.064 7.568 5.551
C 1.713 6.654 4.738
C 2.843 5.495 1.934
C 4.063 5.074 1.410
C 4.738 5.879 0.505
C 4.202 7.105 0.123
C 2.983 7.523 0.637
C 2.300 6.719 1.543
C 1.230 3.177 2.091
C 0.062 2.538 1.689
N 0.466 1.450 0.952
N 1.800 1.481 0.837
N 2.261 2.489 1.500
P -1.682 2.832 1.945
Se -2.976 1.394 1.050
C -1.872 2.766 3.741
C -3.005 3.311 4.347
C -3.156 3.234 5.721
C -2.185 2.607 6.495
C -1.069 2.045 5.892
C -0.908 2.117 4.513
C -2.045 4.476 1.287
C -3.376 4.900 1.274
C -3.700 6.150 0.767
C -2.705 6.965 0.238
C -1.391 6.523 0.201
C -1.058 5.283 0.727
H -0.919 4.702 3.960
H -2.076 6.296 5.409
H -0.808 8.168 6.429
H 1.630 8.371 6.013
H 2.781 6.733 4.578
H 4.475 4.124 1.730
H 5.693 5.556 0.105
H 4.743 7.741 -0.570
H 2.568 8.481 0.344
H 1.354 7.053 1.951
H -3.765 3.804 3.750
H -4.031 3.669 6.191
H -2.299 2.560 7.572
H -0.309 1.559 6.491
H -0.026 1.679 4.059
H -4.158 4.242 1.631
H -4.732 6.479 0.767
H -2.960 7.939 -0.163
H -0.620 7.139 -0.246
H -0.031 4.945 0.675
C 4.119 -1.364 6.102
N 4.201 -1.080 4.663
C 4.526 0.325 4.395
C 3.396 -1.759 3.778
S 2.411 -0.930 2.670
N 3.464 -3.116 3.843
C 4.509 -3.836 4.581
C 2.566 -3.953 3.057
H 3.653 -0.512 6.604
H 5.107 -1.518 6.539
H 3.505 -2.238 6.299
H 5.322 0.616 5.083
H 3.670 0.983 4.546
H 4.866 0.451 3.374
H 5.341 -3.178 4.801
H 4.881 -4.649 3.961
H 4.136 -4.269 5.510
H 1.579 -4.040 3.530
H 3.006 -4.947 2.984
H 2.430 -3.546 2.066
Br -3.809 -1.764 -5.973
C -2.928 -1.284 -4.398
C -1.694 -1.838 -4.099
C -1.080 -1.461 -2.926
N -1.628 -0.582 -2.064
C -2.824 -0.050 -2.375
C -3.505 -0.377 -3.527
H -1.220 -2.551 -4.761
H -0.123 -1.886 -2.662
H -3.229 0.669 -1.673
H -4.466 0.072 -3.736
C -2.867 -4.284 -0.119
C -3.601 -3.482 0.958
N -2.723 -2.950 2.000
C -2.748 -3.627 3.304
C -2.191 -5.043 3.244
C -1.951 -1.880 1.742
C -1.082 -1.328 2.834
N -1.970 -1.272 0.591
H -3.543 -4.504 -0.949
H -2.501 -5.230 0.280
H -2.007 -3.734 -0.506
H -4.336 -4.113 1.450
H -4.157 -2.656 0.505
H -3.782 -3.649 3.651
H -2.183 -3.044 4.018
H -2.832 -5.706 2.657
H -2.129 -5.456 4.254
H -1.191 -5.047 2.803
H -0.398 -2.075 3.240
H -1.707 -0.931 3.638
H -0.473 -0.526 2.448
H -2.627 -1.647 -0.075
*
```

Löwdin atomic charge list, values in e, 4 entries: number 1, V, carries 0.9571; number 2, O, carries 0.1248; number 3, C, carries -0.2518; number 4, C, carries 0.1101

# 3
C3H14N2O2 | wB97M-V/def2-TZVPD

Values from the calculation:
Total energy, eV: -10411.56463
LUMO energy, Eh: 0.0309
HOMO energy, eV: -9.0824
Gap between HOMO and LUMO, eV: 9.923
SMILES string: CCNCN.O.O
ΔE to the lowest compared entry with this formula, charge and spin, kJ/mol: 214.8

```
! RIJCOSX wB97M-V def2-TZVPD def2/J DEFGRID3
* xyz 0 1
C 2.842 -1.381 -0.551
C 1.886 -0.265 -0.884
N 1.244 0.134 0.366
C 0.088 -0.680 0.801
N -0.351 -0.327 2.173
H 2.327 -2.335 0.026
H 3.130 -1.758 -1.497
H 3.789 -1.157 -0.010
H 1.198 -0.542 -1.570
H 2.268 0.638 -1.341
H 1.899 0.077 1.164
H -0.757 -0.407 0.157
H 0.092 -1.832 0.790
H -1.101 0.409 2.199
H 0.416 0.154 2.523
O -6.323 0.354 -2.151
H -6.256 0.701 -2.956
H -6.740 1.044 -1.620
O 0.228 2.506 1.195
H -0.476 2.812 0.646
H 0.597 1.855 0.540
*
```

Löwdin atomic charge list, values in e, 4 entries: number 1, C, carries -0.1047; number 2, C, carries -0.2710; number 3, N, carries -0.1226; number 4, C, carries -0.3098

# 4
H12NO4 | wB97M-V/def2-TZVPD

Values from the calculation:
Total energy, eV: -9871.58558
Expectation value of S²: 0.75
LUMO energy (alpha / beta), Eh: 0.0224 / 0.0128
HOMO energy (alpha / beta), eV: -2.7900 / -11.1697
Gap between HOMO and LUMO (alpha / beta), eV: 3.398 / 11.519
ΔE to the lowest compared entry with this formula, charge and spin, kJ/mol: 73.5

```
! RIJCOSX wB97M-V def2-TZVPD def2/J DEFGRID3
* xyz 0 2
N 1.336 0.718 -0.581
H 0.620 0.380 -1.279
H 1.199 1.727 -0.697
H 1.002 0.284 0.317
H 2.301 0.305 -0.728
H 0.203 -3.067 -0.234
H 1.714 -3.110 -0.221
O 0.993 -2.521 -0.104
H -1.107 2.067 3.145
H -1.536 3.357 2.354
O -1.115 2.478 2.203
H -1.057 0.871 1.074
H -1.832 -0.502 1.072
O -0.923 -0.076 0.959
H -0.793 -0.392 -3.043
H -0.599 -1.726 -2.005
O -0.406 -0.791 -2.230
*
```

Löwdin atomic charge list, values in e, 4 entries: number 1, N, carries 0.0711; number 2, H, carries 0.0336; number 3, H, carries 0.0263; number 4, H, carries 0.0604

# 5
C6H5BrF3N3O | wB97M-V/def2-TZVPD

Values from the calculation:
Total energy, eV: -91014.74392
LUMO energy, Eh: -0.0242
HOMO energy, eV: -9.4009
Gap between HOMO and LUMO, eV: 8.741
SMILES string: NC(=O)/C(=N/C=C/Br)C(F)(F)F.C#N
ΔE to the lowest compared entry with this formula, charge and spin, kJ/mol: 0.0

```
! RIJCOSX wB97M-V def2-TZVPD def2/J DEFGRID3
* xyz 0 1
N 0.163 1.691 -1.706
C -0.967 0.978 -1.826
O -1.750 1.051 -2.741
C -1.216 0.062 -0.652
N -0.848 0.416 0.508
C -1.177 -0.228 1.666
C -0.436 -0.012 2.759
Br -0.806 -0.838 4.385
C -1.981 -1.225 -0.960
F -1.875 -1.609 -2.231
F -1.494 -2.262 -0.232
F -3.282 -1.138 -0.659
H 0.749 1.580 -0.898
H 0.420 2.333 -2.436
H -2.056 -0.864 1.716
H 0.451 0.603 2.746
C 1.520 -2.301 -0.541
N 1.860 -1.245 -0.282
H 1.181 -3.276 -0.777
*
```

Löwdin atomic charge list, values in e, 4 entries: number 1, N, carries 0.1890; number 2, C, carries -0.5005; number 3, O, carries 0.0913; number 4, C, carries -0.1053

> total energy of number 1 (C15H11AsBF4N2O2S4Sm)?

-156454.15880 eV

> Look up the ΔE to the lowest compared entry with this formula, charge and spin of the fifth one.

0.0 kJ/mol

> ΔE to the lowest compared entry with this formula, charge and spin of number 2 (C49H53BrN9O5P2SSe2V)?

42.1 kJ/mol

> Among the records above, which one has the highest total energy?

H12NO4